# 1
85
Properties=species:S:1:pos:R:3:mulliken_spin:R:1 method="wB97M-V/def2-TZVPD" total_charge=+1 largest_force_ha_per_bohr=0.008 s_squared=4.044 homo_energy_ev="-8.722 / -9.982" multiplicity=4 total_energy_ha=-3882.11973 e_above_lowest_ev=0.000
Cr -1.528 -0.747 -1.100 2.75
C -5.575 -0.700 -2.695 0.00
C -4.111 -0.740 -2.416 0.01
N -3.595 -0.842 -1.241 -0.09
N -4.443 -0.954 -0.174 -0.01
C -3.796 -1.134 0.951 0.02
N -4.547 -1.296 2.057 -0.01
S -2.071 -1.175 1.176 -0.13
C -3.144 -0.705 -3.532 0.03
C -3.537 -0.627 -4.858 0.00
C -2.566 -0.664 -5.848 0.00
C -1.238 -0.786 -5.484 0.01
C -0.918 -0.848 -4.137 0.01
N -1.845 -0.800 -3.185 -0.03
H -6.141 -0.744 -1.772 0.00
H -5.860 -1.539 -3.332 0.00
H -5.828 0.218 -3.228 0.00
H -5.544 -1.373 1.956 0.00
H -4.121 -1.532 2.934 0.00
H -4.583 -0.546 -5.113 0.00
H -2.850 -0.605 -6.890 0.00
H -0.451 -0.829 -6.222 0.00
H 0.104 -0.933 -3.794 0.01
O -1.749 1.234 -1.306 -0.11
C -1.191 1.040 -0.239 -0.26
C -0.787 2.057 0.724 -0.11
C -1.234 3.349 0.401 -0.01
C -0.908 4.420 1.204 0.00
C -0.131 4.203 2.335 0.00
C 0.305 2.928 2.658 0.00
C -0.005 1.825 1.868 -0.04
P 0.706 0.164 2.307 0.04
C 0.564 0.320 4.127 0.00
C 1.606 0.550 5.018 0.00
C 1.358 0.630 6.384 0.00
C 0.070 0.487 6.873 0.00
C -0.978 0.265 5.989 0.00
C -0.731 0.174 4.630 0.00
C 2.474 0.421 1.852 -0.01
C 3.410 -0.389 2.368 -0.01
C 4.717 -0.729 1.816 0.00
C 5.357 -0.270 0.736 0.00
C 5.045 0.888 -0.162 0.00
C 2.526 1.103 0.547 0.00
H -1.836 3.495 -0.486 0.00
H -1.249 5.414 0.950 0.00
H 0.145 5.035 2.970 0.00
H 0.910 2.788 3.544 0.00
H 2.613 0.705 4.660 0.00
H 2.180 0.814 7.063 0.00
H -0.119 0.551 7.936 0.00
H -1.990 0.161 6.360 0.00
H -1.554 -0.001 3.946 0.00
H 3.143 -0.984 3.234 0.00
H 5.216 -1.531 2.350 0.00
H 6.303 -0.750 0.510 0.00
H 5.597 0.724 -1.095 0.00
H 1.790 1.883 0.415 0.00
O 5.511 3.485 -1.533 0.00
C 4.164 3.600 -1.548 0.00
O 3.668 4.688 -1.621 0.01
C 3.334 2.349 -1.454 0.05
C 2.216 2.369 -2.207 -0.02
C 1.240 1.301 -2.269 0.08
C 1.421 0.186 -1.535 -0.12
C 2.567 0.115 -0.619 0.04
C 3.601 1.216 -0.501 0.00
N 0.484 -0.859 -1.477 0.16
C 0.933 -2.126 -1.352 0.35
C -0.003 -3.167 -1.273 0.09
C 0.335 -4.540 -1.224 0.09
C -0.661 -5.473 -1.163 0.01
C -2.004 -5.058 -1.137 0.13
C -2.274 -3.713 -1.163 -0.02
N -1.311 -2.783 -1.242 0.04
H 5.774 2.561 -1.588 0.00
H 2.036 3.253 -2.804 0.00
H 0.368 1.427 -2.897 0.01
H 2.897 -0.863 -0.301 0.01
H 5.475 1.778 0.310 0.00
H 1.990 -2.355 -1.376 0.02
H 1.377 -4.825 -1.238 0.00
H -0.417 -6.526 -1.130 0.00
H -2.815 -5.768 -1.085 0.01
H -3.291 -3.344 -1.114 0.02


# 2
9
Properties=species:S:1:pos:R:3:nbo_charge:R:1 method="wB97M-V/def2-TZVPD" total_charge=0 largest_force_ha_per_bohr=0.067 homo_energy_ev=-8.493 multiplicity=1 total_energy_ha=-7103.01067 e_above_lowest_ev=0.000
C 0.149 -0.028 -0.611 -0.25
C 0.970 0.106 0.675 -0.24
C -1.034 -0.051 0.231 -0.21
Cl 0.458 -1.461 -1.514 0.06
Cl 0.353 1.308 -1.680 0.06
Cl 1.353 1.660 1.211 0.13
Cl -1.862 -1.486 0.689 0.10
Br 1.425 -1.476 1.483 0.19
Br -1.952 1.528 0.602 0.17


# 3
23
Properties=species:S:1:pos:R:3:nbo_charge:R:1 method="wB97M-V/def2-TZVPD" total_charge=0 largest_force_ha_per_bohr=0.026 smiles=Cc1ccccc1.CC homo_energy_ev=-9.015 multiplicity=1 total_energy_ha=-351.31008 e_above_lowest_ev=0.547
C -0.114 0.524 2.710 -0.63
C -1.074 -0.131 1.769 -0.01
C -0.630 -1.089 0.862 -0.21
C -1.488 -1.805 0.041 -0.21
C -2.840 -1.525 0.033 -0.23
C -3.301 -0.571 0.946 -0.20
C -2.456 0.068 1.822 -0.21
H 0.439 -0.210 3.301 0.22
H -0.648 1.189 3.363 0.21
H 0.672 1.102 2.232 0.22
H 0.430 -1.260 0.876 0.20
H -0.999 -2.527 -0.606 0.21
H -3.605 -2.138 -0.412 0.22
H -4.357 -0.318 0.891 0.21
H -2.850 0.716 2.592 0.20
C 2.543 1.658 -2.313 -0.60
C 3.134 0.294 -2.735 -0.60
H 1.937 1.958 -3.159 0.20
H 2.088 1.684 -1.330 0.20
H 3.328 2.413 -2.241 0.20
H 3.559 0.577 -3.702 0.20
H 2.379 -0.473 -2.889 0.20
H 3.853 -0.139 -2.051 0.20